(1)
ORCA calculation (wB97M-V/def2-TZVPD) on C2H4MgOTl as an isolated structure.

Positions of all 9 atoms, in Å:
O (1.323, 0.099, -0.019)
Tl (3.366, -0.483, 0.008)
Mg (0.218, 1.590, 0.015)
C (-1.087, -2.282, 0.093)
C (-2.246, -1.593, 0.105)
H (-0.697, -2.700, -0.838)
H (-0.664, -2.678, 1.019)
H (-2.731, -1.322, 1.046)
H (-2.773, -1.358, -0.824)

- expectation value of S² = 0.752
- multiplicity = 2
- maximum force (eV/Å) = 1.60
- gap between HOMO and LUMO (spin up / spin down) (eV) = 6.6 / 7.6

Atomic partial charges in e from the Mulliken method, atoms 1 to 6:
1. O -0.726
2. Tl 0.387
3. Mg 0.339
4. C -0.310
5. C -0.576
6. H 0.201



(2)
ORCA calculation (wB97M-V/def2-TZVPD) on C12H28Cl4F18HfO4P3 as an isolated structure.

Positions of all 70 atoms, in Å:
Hf (4.297, -3.837, -2.184)
P (8.151, -0.360, -1.408)
F (7.765, 0.924, -0.498)
F (6.725, -0.181, -2.197)
F (9.048, 0.288, -2.592)
F (8.148, -1.873, -2.082)
F (9.465, -0.609, -0.514)
F (7.164, -1.103, -0.403)
P (3.932, -1.899, -7.992)
F (2.650, -0.974, -8.445)
F (3.044, -3.229, -8.287)
F (4.722, -2.060, -9.426)
F (4.999, -2.821, -7.159)
F (4.874, -0.653, -7.622)
F (3.344, -1.913, -6.471)
P (0.312, 1.048, -0.414)
F (0.148, 1.055, -2.080)
F (-0.830, 2.226, -0.283)
F (-0.892, -0.024, -0.164)
F (0.566, 0.948, 1.222)
F (1.423, -0.111, -0.576)
F (1.468, 2.087, -0.583)
Cl (1.147, 9.400, -3.032)
C (1.420, 7.647, -3.003)
C (1.235, 6.961, -4.421)
Cl (-0.419, 7.042, -5.116)
H (0.793, 7.318, -2.175)
H (2.443, 7.394, -2.723)
H (1.418, 5.896, -4.279)
H (1.894, 7.423, -5.156)
Cl (-8.028, 5.466, -3.095)
C (-6.691, 4.645, -2.161)
C (-6.685, 5.118, -0.729)
Cl (-6.046, 6.751, -0.578)
H (-5.767, 4.909, -2.676)
H (-6.948, 3.586, -2.189)
H (-6.003, 4.398, -0.276)
H (-7.653, 4.970, -0.249)
C (-5.819, -0.413, 5.658)
O (-4.867, -0.099, 6.644)
C (-3.543, 0.198, 6.192)
C (-2.670, 0.511, 7.326)
O (-2.416, -0.730, 7.945)
C (-1.243, -0.689, 8.751)
H (-5.945, 0.451, 5.005)
H (-6.764, -0.669, 6.138)
H (-5.634, -1.281, 5.026)
H (-3.663, 1.023, 5.490)
H (-3.108, -0.610, 5.604)
H (-3.138, 1.268, 7.955)
H (-1.808, 1.084, 6.982)
H (-1.127, 0.138, 9.452)
H (-0.411, -0.630, 8.050)
H (-1.137, -1.636, 9.280)
C (2.047, -4.668, 2.187)
O (1.589, -4.917, 0.870)
C (0.237, -5.480, 0.979)
C (-0.199, -5.863, -0.398)
O (0.377, -5.013, -1.421)
C (-0.513, -4.996, -2.539)
H (3.038, -4.217, 2.151)
H (2.214, -5.561, 2.789)
H (1.382, -3.928, 2.632)
H (-0.450, -4.767, 1.435)
H (0.318, -6.383, 1.585)
H (-1.280, -6.003, -0.379)
H (0.148, -6.876, -0.600)
H (-0.147, -4.499, -3.438)
H (-1.516, -4.603, -2.370)
H (-0.588, -5.996, -2.965)

- net charge = +1
- maximum force (eV/Å) = 4.22
- gap between HOMO and LUMO (eV) = 1.1

Atomic partial charges in e from the Mulliken method, atoms 1 to 6:
1. Hf 1.966
2. P 1.079
3. F -0.308
4. F -0.356
5. F -0.306
6. F -0.345



(3)
ORCA calculation (wB97M-V/def2-TZVPD) on a 2-piece molecular cluster, CHClS overall.

Positions of all 4 atoms, in Å:
C (1.869, 0.354, -1.254)
S (2.138, 0.050, 0.238)
Cl (-1.874, -0.697, 0.136)
H (-2.133, 0.294, 0.880)

- maximum force (eV/Å) = 1.29
- gap between HOMO and LUMO (eV) = 11.1

How positive or negative is each atom? The Mulliken charges in e answer that:
1. C 0.032
2. S -0.032
3. Cl -0.236
4. H 0.236



(4)
ORCA calculation (wB97M-V/def2-TZVPD) on a 3-piece molecular cluster, C52H59BrCl3N2O10P3 overall.

Positions of all 130 atoms, in Å:
C (-2.239, -1.713, 7.692)
C (-2.275, -3.048, 6.738)
C (-1.306, -2.922, 5.387)
N (-1.137, -1.503, 4.893)
C (-0.926, -1.464, 3.365)
O (-1.121, -0.089, 2.886)
C (-2.181, 0.019, 1.873)
C (-3.605, 0.166, 2.664)
N (-3.792, 1.443, 3.450)
C (-5.212, 1.653, 3.921)
C (-1.775, 1.355, 0.944)
C (-0.731, 0.901, -0.223)
C (-1.174, -0.328, -1.193)
C (-2.371, -0.357, -2.308)
C (-2.659, -1.731, -3.204)
C (-1.766, -3.126, -3.029)
C (-2.032, -4.519, -3.851)
C (-0.531, -3.088, -1.949)
C (-0.267, -1.729, -1.073)
O (-1.293, 2.299, 1.935)
C (-0.503, 3.415, 1.513)
C (-0.570, 4.488, 2.805)
C (-2.095, 4.808, 3.305)
C (-2.008, 5.272, 4.910)
C (-3.186, 4.528, 5.826)
O (-2.466, 3.951, 7.008)
P (1.415, 3.070, 1.387)
O (1.928, 2.307, 2.872)
Cl (2.515, 4.879, 1.230)
P (-1.029, 4.411, -0.009)
O (0.339, 4.281, -1.135)
Br (-1.242, 6.634, 0.349)
P (-3.483, 1.853, 0.140)
O (-4.150, 3.101, 0.887)
C (0.601, -2.019, 2.968)
Cl (1.823, -1.703, 4.373)
C (0.654, -3.634, 2.693)
C (-0.186, -4.147, 1.382)
Cl (2.464, -4.057, 2.347)
H (-3.043, -0.962, 7.244)
H (-1.148, -1.277, 7.639)
H (-2.554, -2.061, 8.783)
H (-1.908, -4.027, 7.306)
H (-3.372, -3.320, 6.357)
H (-1.796, -3.659, 4.596)
H (-0.265, -3.425, 5.670)
H (-2.029, -0.943, 5.015)
H (-1.667, -2.258, 2.930)
H (-2.230, -0.973, 1.265)
H (-4.563, -0.069, 1.991)
H (-3.611, -0.710, 3.477)
H (-3.215, 1.386, 4.340)
H (-5.192, 1.650, 5.114)
H (-5.954, 0.843, 3.520)
H (-5.546, 2.731, 3.530)
H (-0.384, 1.782, -0.951)
H (0.273, 0.580, 0.339)
H (-3.046, 0.587, -2.456)
H (-3.540, -1.797, -3.994)
H (-2.320, -5.346, -3.040)
H (-2.994, -4.423, -4.542)
H (-1.095, -4.945, -4.417)
H (0.211, -4.000, -1.742)
H (0.640, -1.731, -0.297)
H (-0.059, 3.876, 3.695)
H (0.116, 5.424, 2.645)
H (-2.629, 5.697, 2.760)
H (-2.833, 3.901, 3.291)
H (-2.284, 6.429, 4.951)
H (-0.934, 5.168, 5.360)
H (-4.041, 5.270, 6.126)
H (-3.684, 3.619, 5.283)
H (-1.662, 3.502, 6.565)
H (1.876, 1.301, 2.773)
H (0.002, 4.384, -2.090)
H (-3.127, 2.362, -1.192)
H (-4.369, 0.731, -0.031)
H (0.984, -1.485, 1.986)
H (0.337, -4.304, 3.598)
H (-1.006, -3.370, 1.062)
H (-0.710, -5.207, 1.547)
H (0.566, -4.319, 0.472)
O (-0.269, -7.398, -3.344)
C (0.721, -8.112, -3.239)
C (1.331, -8.356, -1.916)
C (0.760, -7.782, -0.773)
C (1.306, -8.040, 0.485)
C (2.421, -8.870, 0.606)
C (3.002, -9.428, -0.534)
C (2.460, -9.166, -1.798)
C (3.092, -9.746, -2.999)
O (4.116, -10.412, -2.900)
C (2.471, -9.519, -4.319)
C (3.043, -10.095, -5.461)
C (2.444, -9.914, -6.709)
C (1.276, -9.160, -6.820)
C (0.713, -8.573, -5.684)
C (1.315, -8.749, -4.432)
H (-0.114, -7.138, -0.858)
H (0.859, -7.597, 1.372)
H (2.839, -9.081, 1.587)
H (3.875, -10.071, -0.433)
H (3.952, -10.689, -5.382)
H (2.886, -10.366, -7.594)
H (0.803, -9.027, -7.790)
H (-0.198, -7.983, -5.780)
O (2.251, 10.150, -5.508)
C (2.871, 9.227, -4.994)
C (2.416, 8.637, -3.719)
C (1.254, 9.124, -3.105)
C (0.795, 8.545, -1.921)
C (1.491, 7.480, -1.349)
C (2.658, 7.005, -1.949)
C (3.125, 7.589, -3.134)
C (4.370, 7.091, -3.752)
O (5.023, 6.208, -3.208)
C (4.815, 7.668, -5.036)
C (5.975, 7.178, -5.650)
C (6.385, 7.693, -6.881)
C (5.639, 8.695, -7.501)
C (4.490, 9.194, -6.884)
C (4.079, 8.683, -5.646)
H (0.703, 9.950, -3.550)
H (-0.109, 8.921, -1.449)
H (1.127, 7.021, -0.433)
H (3.199, 6.177, -1.494)
H (6.560, 6.393, -5.174)
H (7.284, 7.309, -7.358)
H (5.953, 9.090, -8.465)
H (3.915, 9.979, -7.374)

- maximum force (eV/Å) = 6.09
- gap between HOMO and LUMO (eV) = 7.0
- SMILES = CCCN[C@@H](O[C@@H](CNC)[C@](Cc1ccc(C)cc1)(O[C@@](CCCCO)(P(O)Cl)P(O)Br)[PH2]=O)[C@@H](Cl)[C@@H](C)Cl.O=C1c2ccccc2C(=O)c2ccccc21.O=C1c2ccccc2C(=O)c2ccccc21

Atomic partial charges in e from the Mulliken method, atoms 1 to 6:
1. C -0.777
2. C -0.596
3. C -0.368
4. N -0.030
5. C -0.975
6. O -0.043



(5)
ORCA calculation (wB97M-V/def2-TZVPD) on C34H36BCoN6O5 as an isolated structure.

Positions of all 83 atoms, in Å:
Co (-0.281, 1.375, 0.087)
C (1.508, -1.718, 4.229)
C (0.302, -1.164, 4.634)
C (-0.250, -0.096, 3.941)
C (0.392, 0.436, 2.823)
C (1.626, -0.100, 2.447)
C (2.169, -1.175, 3.134)
N (-0.194, 1.438, 2.027)
C (-0.375, 2.684, 2.558)
C (0.012, 3.056, 3.863)
C (-0.253, 4.315, 4.358)
C (-0.911, 5.266, 3.576)
C (-1.274, 4.944, 2.286)
C (-0.998, 3.679, 1.744)
N (-1.297, 3.315, 0.436)
N (-2.129, 4.191, -0.125)
C (-2.568, 3.988, -1.352)
C (-3.536, 4.913, -1.868)
C (-4.068, 4.753, -3.103)
C (-3.670, 3.656, -3.920)
C (-2.741, 2.806, -3.410)
N (-2.216, 2.956, -2.177)
H (1.929, -2.563, 4.761)
H (-0.224, -1.573, 5.489)
H (-1.198, 0.323, 4.261)
H (2.136, 0.345, 1.601)
H (3.117, -1.588, 2.812)
H (0.532, 2.334, 4.478)
H (0.069, 4.569, 5.362)
H (-1.112, 6.255, 3.969)
H (-1.763, 5.666, 1.649)
H (-3.817, 5.730, -1.218)
H (-4.799, 5.462, -3.472)
H (-4.073, 3.503, -4.910)
H (-2.359, 1.954, -3.959)
C (1.544, 0.935, -3.359)
C (1.007, 1.906, -2.312)
C (0.858, 3.298, -2.937)
O (-0.236, 1.441, -1.811)
C (2.010, 2.067, -1.154)
O (3.181, 2.337, -1.367)
O (1.488, 1.956, 0.029)
H (0.886, 0.940, -4.232)
H (1.580, -0.073, -2.953)
H (2.547, 1.236, -3.662)
H (0.227, 3.254, -3.830)
H (1.843, 3.670, -3.217)
H (0.414, 3.998, -2.226)
H (-1.385, 2.288, -1.919)
N (-2.857, 0.906, 1.234)
C (-4.184, 0.943, 1.074)
C (-4.432, 0.734, -0.266)
C (-3.161, 0.584, -0.837)
N (-2.215, 0.695, 0.085)
H (-2.269, 1.066, 2.050)
H (-4.842, 1.111, 1.909)
H (-5.386, 0.694, -0.760)
H (-2.888, 0.390, -1.861)
C (2.655, -5.937, -2.475)
C (2.705, -5.854, -0.943)
C (4.142, -5.546, -0.502)
C (2.319, -7.221, -0.378)
C (1.768, -4.742, -0.468)
C (0.657, -4.990, 0.333)
C (-0.208, -3.971, 0.755)
C (0.080, -2.695, 0.345)
O (-0.579, -1.532, 0.602)
B (0.169, -0.504, -0.019)
O (1.252, -1.094, -0.703)
C (1.187, -2.432, -0.450)
C (2.036, -3.423, -0.871)
H (3.311, -6.733, -2.836)
H (2.974, -5.000, -2.933)
H (1.638, -6.145, -2.815)
H (4.815, -6.347, -0.817)
H (4.199, -5.454, 0.584)
H (4.504, -4.613, -0.934)
H (3.025, -7.974, -0.737)
H (1.320, -7.522, -0.697)
H (2.347, -7.228, 0.713)
H (0.444, -5.997, 0.660)
H (-1.062, -4.179, 1.384)
H (2.887, -3.174, -1.491)

- expectation value of S² = 0.787
- multiplicity = 2
- net charge = -1
- maximum force (eV/Å) = 1.05
- gap between HOMO and LUMO (spin up / spin down) (eV) = 5.9 / 6.3

Atomic partial charges in e from the Mulliken method, atoms 1 to 6:
1. Co 0.997
2. C -0.630
3. C -0.898
4. C 0.192
5. C -1.087
6. C 0.089



(6)
ORCA calculation (wB97M-V/def2-TZVPD) on a 2-piece molecular cluster, C17H27BBrO6 overall.

Positions of all 52 atoms, in Å:
C (-5.355, 0.043, 1.518)
C (-5.192, -1.617, 1.535)
O (-3.825, -1.877, 2.011)
C (-3.025, -2.607, 0.972)
C (-1.514, -2.772, 1.668)
O (-0.419, -2.292, 0.832)
B (0.006, -0.918, 1.129)
Br (-1.358, 0.511, 0.786)
C (0.647, -0.674, 2.624)
C (-0.411, 0.325, 3.449)
O (-1.506, -0.120, 4.092)
C (1.262, -0.603, 0.058)
C (2.430, -1.773, 0.293)
C (2.694, -2.683, -1.060)
C (3.927, -2.080, -1.986)
O (3.319, -1.487, -3.187)
C (4.296, -1.293, -4.270)
H (-4.294, 0.495, 1.211)
H (-6.138, 0.359, 0.707)
H (-5.581, 0.489, 2.588)
H (-5.953, -1.988, 2.373)
H (-5.424, -2.115, 0.502)
H (-3.560, -3.656, 0.846)
H (-2.980, -1.990, -0.042)
H (-1.553, -2.364, 2.761)
H (-1.372, -3.954, 1.767)
H (0.733, -1.675, 3.233)
H (1.674, -0.066, 2.614)
H (-0.217, 1.493, 3.513)
H (1.779, 0.408, 0.355)
H (0.899, -0.636, -1.065)
H (3.462, -1.273, 0.591)
H (2.162, -2.524, 1.150)
H (2.956, -3.809, -0.810)
H (1.703, -2.695, -1.719)
H (4.575, -1.271, -1.398)
H (4.692, -2.917, -2.312)
H (4.840, -2.303, -4.556)
H (5.082, -0.439, -4.003)
H (3.709, -0.934, -5.229)
C (-0.401, 3.356, -0.871)
C (-0.883, 4.111, -1.863)
C (-0.282, 5.418, -2.193)
O (-0.724, 6.111, -3.099)
C (0.873, 5.858, -1.385)
C (1.355, 5.103, -0.393)
C (0.754, 3.796, -0.064)
O (1.196, 3.103, 0.843)
H (-0.831, 2.395, -0.616)
H (-1.729, 3.802, -2.465)
H (1.302, 6.819, -1.640)
H (2.201, 5.412, 0.209)

- net charge = -1
- maximum force (eV/Å) = 7.46
- gap between HOMO and LUMO (eV) = 5.9

Atomic partial charges in e from the Mulliken method, atoms 1 to 6:
1. C -0.561
2. C -0.448
3. O -0.293
4. C -0.337
5. C -0.484
6. O -0.590